Below is 2 unconnected molecules or ions with the total composition C3H4O4S, with properties calculated with ωB97M-V with the def2-TZVPD basis set.

Geometry as ORCA input:
```
! RIJCOSX wB97M-V def2-TZVPD def2/J DEFGRID3
* xyz -2 1
C -0.289 2.257 1.347
C 1.678 -1.085 0.083
C 1.169 -0.672 -1.056
O 0.350 2.052 2.378
O 0.465 -1.446 -3.531
O -0.102 3.095 0.452
O 0.401 -3.094 -1.683
S 0.047 -1.688 -2.104
H -1.137 1.553 1.059
H 1.330 -2.118 0.169
H 2.253 -0.622 0.861
H 1.325 0.394 -1.472
*
```

maximum force: 3.5 eV Å⁻¹
total energy: -815.82405 hartree
frontier orbital gap: 6.8 eV
HOMO energy: -0.020 Eh